113
Properties=species:S:1:pos:R:3 method="wB97M-V/def2-TZVPD" charge=+1 e_homo_ev="-10.3 / -10.7" spin_multiplicity=6 gap_ev="7.3 / 5.9" de_lowest_kcal_mol=0.0 mol_weight_g_mol=1090.91
Ru 0.170 0.698 1.773
O 1.522 0.854 5.644
C 1.373 0.959 4.454
O 0.238 1.074 3.815
C 2.580 0.934 3.522
C 3.859 1.240 4.004
C 4.903 1.234 3.124
C 4.694 0.851 1.779
C 5.737 0.787 0.823
C 5.484 0.367 -0.451
C 4.181 -0.029 -0.825
C 3.157 0.029 0.075
C 3.387 0.496 1.384
N 2.347 0.597 2.267
H 3.965 1.496 5.048
H 5.901 1.506 3.445
H 6.737 1.069 1.126
H 6.284 0.319 -1.178
H 3.997 -0.389 -1.830
H 2.163 -0.301 -0.202
C -2.961 -4.373 -0.733
C -3.759 -3.292 -0.384
C -3.316 -2.377 0.558
C -2.061 -2.532 1.151
C -1.276 -3.633 0.817
C -1.728 -4.548 -0.122
P -1.472 -1.241 2.278
C -0.343 -2.018 3.465
C -0.647 -2.158 4.815
C 0.309 -2.652 5.690
C 1.570 -2.999 5.229
C 1.887 -2.846 3.887
C 0.936 -2.349 3.010
C -2.934 -0.641 3.137
C -3.830 -1.548 3.709
C -4.946 -1.081 4.380
C -5.176 0.288 4.477
C -4.294 1.188 3.901
C -3.170 0.728 3.229
H -3.307 -5.088 -1.468
H -4.734 -3.165 -0.838
H -3.952 -1.548 0.844
H -0.317 -3.792 1.292
H -1.112 -5.400 -0.376
H -1.615 -1.856 5.192
H 0.071 -2.749 6.740
H 2.313 -3.372 5.922
H 2.875 -3.101 3.524
H 1.202 -2.214 1.965
H -3.656 -2.615 3.624
H -5.638 -1.782 4.827
H -6.050 0.649 5.002
H -4.474 2.253 3.972
H -2.494 1.442 2.777
C 0.221 0.047 -2.020
C 0.014 -1.392 -1.581
As 0.369 -2.768 -2.971
C -0.862 -2.105 -4.332
C -2.070 -1.498 -4.001
C -2.968 -1.123 -4.992
C -2.670 -1.356 -6.326
C -1.474 -1.974 -6.665
C -0.579 -2.349 -5.674
C 2.061 -2.048 -3.646
C 2.173 -0.964 -4.516
C 3.420 -0.544 -4.960
C 4.569 -1.203 -4.541
C 4.469 -2.278 -3.670
C 3.221 -2.699 -3.230
P -0.130 1.322 -0.741
C 0.821 2.739 -1.326
C 1.764 3.341 -0.502
C 2.543 4.385 -0.983
C 2.384 4.823 -2.288
C 1.440 4.225 -3.117
C 0.660 3.187 -2.640
C -1.878 1.790 -0.880
C -2.855 0.799 -0.907
C -4.199 1.135 -0.944
C -4.581 2.468 -0.940
C -3.613 3.461 -0.895
C -2.268 3.127 -0.865
H -0.368 0.290 -2.908
H 1.267 0.202 -2.294
H -1.000 -1.589 -1.233
H 0.674 -1.646 -0.745
H -2.332 -1.308 -2.965
H -3.902 -0.648 -4.717
H -3.368 -1.062 -7.099
H -1.237 -2.167 -7.703
H 0.351 -2.831 -5.954
H 1.283 -0.457 -4.869
H 3.492 0.292 -5.644
H 5.538 -0.884 -4.903
H 5.360 -2.803 -3.349
H 3.149 -3.560 -2.574
H 1.881 3.025 0.528
H 3.265 4.859 -0.331
H 2.989 5.639 -2.662
H 1.310 4.573 -4.134
H -0.083 2.734 -3.287
H -2.577 -0.245 -0.895
H -4.950 0.354 -0.973
H -5.630 2.733 -0.965
H -3.904 4.504 -0.877
H -1.525 3.911 -0.812
F -1.002 4.876 4.108
C -0.957 4.791 2.776
F -0.470 5.937 2.295
F -2.212 4.654 2.329
C -0.051 3.602 2.359
O 1.139 3.665 2.576
O -0.690 2.639 1.784